Density functional theory data (ωB97M-V/def2-TZVPD) for a structure of composition C12H27Cl2FeO2P2.

## Properties
- Calculated total energy: -94969.587 eV
- Spin multiplicity: 6
- Total charge: +2
- Highest occupied orbital energy (alpha / beta): -16.74 / -16.82 eV

Positions of all 46 atoms, in Å:
C  0.55043  -4.42090  -1.99076
C  0.37815  -2.99437  -1.52128
H  -0.38402  -4.85573  -2.23685
H  0.98734  -4.99866  -1.17497
H  1.17115  -4.43696  -2.88762
O  -0.57689  -2.28380  -1.35468
Cl  2.03979  -2.49715  -1.18346
Fe  -0.30254  1.76348  -0.05876
P  0.14708  1.51023  -2.58783
C  -1.19938  1.96736  -3.74550
C  1.51794  2.60464  -3.18235
H  1.58345  -0.36126  -3.22034
H  0.72373  0.31958  -4.63202
H  -0.11647  -0.75522  -3.47054
C  0.62866  0.03521  -3.56627
H  2.45348  2.22313  -2.74748
H  1.62570  2.65939  -4.28088
H  -0.86569  2.01706  -4.78962
H  -1.59058  2.93740  -3.44901
H  1.33116  3.60618  -2.76914
H  -2.01370  1.24922  -3.65858
C  -1.82503  1.04475  -0.81825
O  -2.87432  0.64100  -1.12623
Cl  0.38113  3.80154  0.06255
C  2.41450  -0.01529  2.29197
C  1.04036  -0.63065  2.12756
P  -0.30005  0.42872  1.57587
C  -1.69622  -0.71680  1.59270
C  -1.93860  -1.48151  2.86907
C  -0.57447  1.67064  2.92161
C  -0.34256  1.12917  4.32142
H  2.84879  0.22840  1.32204
H  3.08538  -0.74024  2.76074
H  2.44391  0.87607  2.90384
H  1.08599  -1.40737  1.34888
H  0.70423  -1.06917  3.07419
H  -2.58849  -0.13824  1.34335
H  -1.51912  -1.40084  0.76427
H  -2.45202  -0.88657  3.61764
H  -2.57933  -2.33674  2.65888
H  -1.04647  -1.89215  3.32293
H  0.11289  2.50606  2.72659
H  -1.60583  2.03149  2.80014
H  0.55767  0.50512  4.39209
H  -0.20643  1.99623  4.97824
H  -1.21468  0.56755  4.67587